Record 1
H3O4P | ωB97M-V with the def2-TZVPD basis set

XYZ file:
```
8
Properties=species:S:1:pos:R:3:forces:R:3
O 1.415 -2.095 0.676 2.76 0.90 -1.45
P 0.615 -0.029 -0.693 -2.34 1.02 0.82
O -0.643 0.796 0.430 1.89 -0.36 -1.59
H -0.980 2.512 -0.582 0.77 0.82 1.12
H -0.466 -0.217 -1.697 1.27 -0.16 0.81
O -1.180 1.587 -0.644 -1.22 -1.08 -0.92
H 0.988 -2.414 1.447 -1.83 -0.20 0.96
O 0.481 -1.594 -0.259 -1.31 -0.93 0.26
```
Forces are in eV/Å.

Its relative energy (zero: lowest compared OMol25 entry of this formula, charge and spin) is 437.3 kJ/mol. As for the total charge: 0. The calculation puts the total energy at -643.8948 hartree. Its SMILES is OOPOO. The calculation puts the HOMO energy at -0.357 Ha. For the HOMO-LUMO gap, the calculation gives 10.392 eV.

Record 2
H3O4SSi | ωB97M-V with the def2-TZVPD basis set

XYZ file:
```
9
Properties=species:S:1:pos:R:3:forces:R:3
H 2.275 -1.203 0.487 -0.45 1.28 -0.91
O -2.485 -0.551 -0.608 -1.46 -0.92 -2.23
H 1.374 0.991 0.872 -0.10 0.09 -0.30
H 1.673 0.257 -1.494 0.20 0.35 -0.25
O -0.897 1.344 -0.539 0.28 -0.59 -0.19
O -0.029 -1.076 -0.112 -2.89 2.27 0.29
Si 1.257 -0.087 -0.139 2.18 -1.82 1.50
S -1.446 0.128 0.047 1.06 -0.97 3.07
O -1.721 0.197 1.485 1.18 0.31 -0.98
```
Forces are in eV/Å.

Its relative energy (zero: lowest compared OMol25 entry of this formula, charge and spin) is 5.7 kJ/mol. As for the total charge: -1. The calculation puts the total energy at -990.5265 hartree. The calculation puts the HOMO energy at -0.215 Ha. For the HOMO-LUMO gap, the calculation gives 9.820 eV.

Record 3
H3O4SSi | ωB97M-V with the def2-TZVPD basis set

XYZ file:
```
9
Properties=species:S:1:pos:R:3:forces:R:3
Si 1.041 0.185 -0.092 -0.17 0.95 -0.49
O -2.170 -0.915 -0.993 -0.28 -0.55 -1.25
S -1.483 -0.217 0.045 0.01 1.57 2.46
H -1.498 1.917 0.468 -0.25 -0.29 -0.85
O -2.089 -0.361 1.393 0.90 0.35 -1.44
H 0.546 0.908 -1.239 -0.09 0.47 -0.69
H 1.810 -0.871 -0.759 -0.06 -0.98 0.35
O 1.647 0.984 1.077 -0.23 -0.38 0.44
O -1.729 1.469 -0.382 0.17 -1.15 1.48
```
Forces are in eV/Å.

Its relative energy (zero: lowest compared OMol25 entry of this formula, charge and spin) is 62.3 kJ/mol. As for the total charge: -1. The calculation puts the total energy at -990.5049 hartree. Its SMILES is O=S(=O)(O)[SiH2][O-]. The calculation puts the HOMO energy at -0.197 Ha. For the HOMO-LUMO gap, the calculation gives 9.258 eV.

Record 4
H3O6 | ωB97M-V with the def2-TZVPD basis set

XYZ file:
```
9
Properties=species:S:1:pos:R:3:forces:R:3
O 0.162 0.480 -0.820 1.53 0.18 -0.34
H -1.309 1.415 0.578 -0.12 0.79 0.17
O -0.721 -1.511 -0.069 1.36 0.43 -0.55
O 2.270 0.373 0.106 0.30 1.57 -2.41
H 2.458 0.763 -0.826 -1.05 0.07 1.49
O 3.278 -0.375 0.210 0.71 -1.43 0.93
H -1.579 -1.669 0.337 -0.95 -0.23 0.34
O -0.878 -0.085 -0.423 -1.97 -1.20 0.05
O -1.504 0.486 0.764 0.19 -0.18 0.32
```
Forces are in eV/Å.

Its relative energy (zero: lowest compared OMol25 entry of this formula, charge and spin) is 243.4 kJ/mol. As for the total charge: +1. The calculation puts the total energy at -452.3680 hartree. The calculation puts the HOMO energy (alpha / beta) at -0.562 / -0.596 Ha. For the HOMO-LUMO gap (alpha / beta), the calculation gives 5.612 / 9.914 eV.

Question: Look up the total charge of the third one.
Answer: -1

Question: What is the formula in the first record?
Answer: H3O4P